No. 1
Computed, not measured: a gas-phase ion, C3H7N2 (charge +1), with ωB97M-V/def2-TZVPD.

The geometry in ORCA input format:
```
! wB97M-V def2-TZVPD RIJCOSX def2/J DEFGRID3
* xyz 1 1
N -0.114 -0.373 1.023
N 0.797 0.206 -1.263
C 0.882 -0.738 -0.145
C -1.002 0.871 0.595
C -0.448 1.113 -0.617
H 1.861 -0.823 0.259
H 0.247 -0.195 -2.076
H -0.854 -1.066 1.230
H 0.394 -0.109 1.864
H 0.746 -1.742 -0.590
H -1.892 0.956 1.043
H -0.618 1.900 -1.324
*
```

Strongest force on any atom   0.1717 hartree/bohr
Orbital gap   11.10 eV
Energy relative to the best compared isomer or geometry (same formula, charge and spin)   60.4 kcal per mole
HOMO energy   -14.8 eV
SMILES string   C1=C[NH2+]CN1

***

No. 2
Computed, not measured: a molecular structure, C3HN3O2, with ωB97M-V/def2-TZVPD.

The geometry in ORCA input format:
```
! wB97M-V def2-TZVPD RIJCOSX def2/J DEFGRID3
* xyz 0 1
O -1.433 -1.650 -0.362
O 1.738 -0.568 0.396
N -0.155 -1.961 -0.135
N -1.690 -0.318 -0.327
N 0.149 2.823 -0.145
C -0.494 0.271 -0.140
C 0.485 -0.802 -0.001
C -0.133 1.683 -0.198
H 1.534 0.522 0.912
*
```

Strongest force on any atom   0.1095 hartree/bohr
Orbital gap   10.10 eV
Energy relative to the best compared isomer or geometry (same formula, charge and spin)   87.2 kcal per mole
HOMO energy   -11.0 eV

***

No. 3
Computed, not measured: 2 unconnected molecules or ions with the total composition C6H13Cl2NO2, with ωB97M-V/def2-TZVPD.

The geometry in ORCA input format:
```
! wB97M-V def2-TZVPD RIJCOSX def2/J DEFGRID3
* xyz 0 1
Cl 2.399 -1.348 0.059
Cl -0.413 -2.270 -0.837
O 1.541 0.856 1.798
O 2.893 2.032 0.151
N -0.727 -0.661 -0.798
C 1.743 0.063 -0.564
C -1.601 -0.271 0.282
C 1.880 0.296 -2.016
C -1.502 -1.000 1.689
C 1.746 1.216 0.389
C -3.058 -0.313 -0.216
H 2.401 1.242 -2.344
H -3.243 0.178 -1.178
H -1.289 0.837 0.426
H 0.771 1.848 0.045
H 2.715 3.010 0.084
H -0.928 -0.521 2.436
H -3.732 0.128 0.522
H 1.861 0.018 1.802
H -2.469 -1.365 2.073
H 2.507 -0.625 -2.341
H -1.001 -1.974 1.533
H 0.853 0.046 -2.626
H -3.347 -1.421 -0.371
*
```

Strongest force on any atom   0.1048 hartree/bohr
Orbital gap (spin up / spin down)   8.95 / 7.56 eV
Energy relative to the best compared isomer or geometry (same formula, charge and spin)   69.4 kcal per mole
HOMO energy (spin up / spin down)   -9.0 / -8.0 eV

***

No. 4
Computed, not measured: a molecular structure, C19H18N2STl, with ωB97M-V/def2-TZVPD.

The geometry in ORCA input format:
```
! wB97M-V def2-TZVPD RIJCOSX def2/J DEFGRID3
* xyz -1 1
Tl 0.059 0.051 0.870
S 0.617 2.151 -1.156
N 0.382 3.744 1.004
N 2.498 2.843 0.601
C -1.533 -0.826 -0.409
C -1.889 -4.435 -5.229
C -2.141 -3.107 -4.909
C -1.872 -1.948 -0.800
C -2.486 -3.821 1.215
C -3.698 -5.763 1.937
C -3.587 -5.212 -0.400
C 0.629 3.865 2.425
C 2.124 4.086 2.647
C -2.169 -3.639 -2.544
C 1.150 2.832 0.304
C -4.036 -6.024 0.615
C -2.766 -4.094 -0.141
C -2.928 -4.643 2.223
C -2.260 -2.709 -3.597
C -1.737 -5.358 -4.204
C -2.292 -3.226 -1.175
C -1.874 -4.972 -2.890
C 2.907 2.955 1.985
H -1.789 -4.742 -6.262
H -2.440 -1.671 -3.353
H -4.049 -6.404 2.735
H 2.733 2.013 2.536
H -1.892 -2.946 1.448
H 0.056 4.716 2.799
H 0.303 2.957 2.968
H 2.342 4.118 3.717
H -3.887 -5.421 -1.418
H -4.664 -6.878 0.385
H -2.248 -2.379 -5.704
H 2.412 5.036 2.196
H -1.503 -6.390 -4.442
H -1.722 -5.698 -2.104
H -0.592 3.697 0.735
H -2.669 -4.418 3.251
H 3.978 3.175 2.004
H 3.007 2.160 0.055
*
```

Strongest force on any atom   0.0479 hartree/bohr
Orbital gap   4.05 eV
HOMO energy   -1.9 eV

***

No. 5
Computed, not measured: 2 unconnected molecules or ions with the total composition C22H28F2N4O2S, with ωB97M-V/def2-TZVPD.

The geometry in ORCA input format:
```
! wB97M-V def2-TZVPD RIJCOSX def2/J DEFGRID3
* xyz 0 1
S 4.935 -2.432 0.145
F -0.431 1.170 6.211
F -1.143 -0.439 4.875
O 3.666 1.268 0.209
O 3.910 -2.167 -2.747
N 4.456 0.369 -1.679
N -1.566 -1.733 -2.625
N 2.097 -1.435 -1.605
N -1.455 1.611 2.755
C -1.066 -1.435 0.554
C -1.503 0.593 1.796
C -3.877 4.510 2.569
C -0.546 1.645 3.910
C 3.670 0.344 -0.597
C -4.164 2.885 0.778
C -0.766 -0.583 1.625
C -1.828 -2.534 -3.832
C -2.422 -2.060 -1.476
C 2.690 -0.834 -0.391
C -1.158 0.903 5.094
C -2.518 0.900 0.900
C 3.234 -1.931 0.547
C 2.700 -2.016 -2.643
C 1.795 -2.501 -3.748
C -3.112 2.151 1.328
C -4.544 4.078 1.411
C -2.834 0.068 -0.176
C -2.099 -1.120 -0.349
C -2.440 2.564 2.472
C 5.395 1.437 -2.007
C -2.823 3.754 3.104
H -1.672 -3.598 -3.626
H -1.154 -2.233 -4.639
H 1.853 -0.381 0.143
H -0.503 -2.355 0.425
H -2.859 -2.391 -4.173
H -3.478 -1.964 -1.748
H -0.352 2.684 4.190
H -4.674 2.542 -0.116
H 1.206 -1.665 -4.123
H 4.716 -2.719 -1.149
H -3.637 0.331 -0.856
H 6.232 1.414 -1.306
H -2.189 1.239 5.244
H 1.134 -3.272 -3.356
H 0.417 1.196 3.650
H 3.240 -1.537 1.565
H -4.180 5.434 3.054
H 2.578 -2.802 0.522
H 2.403 -2.911 -4.553
H -2.312 4.095 3.998
H -2.254 -3.096 -1.163
H 4.896 2.405 -1.927
H 0.022 -0.841 2.326
H -5.359 4.669 1.004
H -1.634 -0.735 -2.833
H 5.769 1.305 -3.023
H 4.446 -0.457 -2.267
H 1.090 -1.385 -1.670
*
```

Strongest force on any atom   0.0242 hartree/bohr
Orbital gap   8.60 eV
HOMO energy   -8.2 eV
SMILES string   CNCc1ccc2c(c1)c1ccccc1n2CC(F)F.CNC(=O)[C@H](CS)NC(C)=O

***

No. 6
Computed, not measured: a molecular structure, C22H17BrMnNO4S5, with ωB97M-V/def2-TZVPD.

The geometry in ORCA input format:
```
! wB97M-V def2-TZVPD RIJCOSX def2/J DEFGRID3
* xyz 0 5
Br -4.501 0.799 -1.776
Mn 0.210 -1.913 -0.328
S 2.394 -1.141 3.996
S 0.194 -1.578 2.056
S 2.648 -1.497 -0.306
S 4.496 -1.002 1.953
S -0.647 1.240 0.210
O 0.675 -3.780 -1.538
O -0.221 0.082 -0.644
O 0.650 -4.761 0.507
O 4.924 -0.658 4.531
N -1.913 -2.291 -0.965
C -1.031 2.514 -1.030
C 2.066 1.753 0.058
C -2.515 -1.205 -1.467
C 1.881 -1.362 2.333
C -2.668 -3.125 -0.234
C 3.263 3.118 1.620
C -2.253 4.447 -1.722
C 3.252 2.322 0.487
C -4.596 -1.708 -0.376
C -3.815 -0.860 -1.147
C 2.862 -1.310 1.380
C 4.117 -0.886 3.682
C 0.904 1.991 0.770
C 0.896 -6.078 -0.020
C -0.706 3.395 -3.227
C -3.995 -2.885 0.059
C 0.579 -3.747 -0.315
C -1.957 3.503 -0.750
C 0.905 2.764 1.918
C 2.096 3.335 2.338
C -1.621 4.398 -2.954
C -0.412 2.447 -2.264
H -5.622 -1.470 -0.141
H -2.989 5.213 -1.522
H 4.158 2.139 -0.072
H 2.109 3.950 3.226
H -2.178 -4.023 0.115
H 1.910 -6.375 0.242
H 4.188 3.560 1.955
H 0.777 -6.073 -1.103
H -0.229 3.342 -4.193
H 0.177 -6.748 0.453
H -4.562 -3.599 0.631
H -1.935 -0.584 -2.136
H -2.441 3.534 0.215
H 2.047 1.111 -0.811
H 0.286 1.648 -2.462
H -1.847 5.141 -3.706
H -0.010 2.919 2.472
*
```

Strongest force on any atom   0.0400 hartree/bohr
Orbital gap (spin up / spin down)   5.64 / 5.78 eV
Energy relative to the best compared isomer or geometry (same formula, charge and spin)   13.2 kcal per mole
⟨S²⟩   6.2147
HOMO energy (spin up / spin down)   -6.3 / -6.3 eV

***

Please write out number 3 again, unchanged.
Computed, not measured: 2 unconnected molecules or ions with the total composition C6H13Cl2NO2, with ωB97M-V/def2-TZVPD.

The geometry in ORCA input format:
```
! wB97M-V def2-TZVPD RIJCOSX def2/J DEFGRID3
* xyz 0 1
Cl 2.399 -1.348 0.059
Cl -0.413 -2.270 -0.837
O 1.541 0.856 1.798
O 2.893 2.032 0.151
N -0.727 -0.661 -0.798
C 1.743 0.063 -0.564
C -1.601 -0.271 0.282
C 1.880 0.296 -2.016
C -1.502 -1.000 1.689
C 1.746 1.216 0.389
C -3.058 -0.313 -0.216
H 2.401 1.242 -2.344
H -3.243 0.178 -1.178
H -1.289 0.837 0.426
H 0.771 1.848 0.045
H 2.715 3.010 0.084
H -0.928 -0.521 2.436
H -3.732 0.128 0.522
H 1.861 0.018 1.802
H -2.469 -1.365 2.073
H 2.507 -0.625 -2.341
H -1.001 -1.974 1.533
H 0.853 0.046 -2.626
H -3.347 -1.421 -0.371
*
```

Strongest force on any atom   0.1048 hartree/bohr
Orbital gap (spin up / spin down)   8.95 / 7.56 eV
Energy relative to the best compared isomer or geometry (same formula, charge and spin)   69.4 kcal per mole
HOMO energy (spin up / spin down)   -9.0 / -8.0 eV

***

> Look up the strongest force on any atom of the third one.

0.1048 hartree/bohr

***

> The lowest strongest force on any atom belongs to which entry?

C22H28F2N4O2S